# 1
{
  "formula": "C4H8Cl2Si",
  "method": "ωB97M-V/def2-TZVPD",
  "species": ["H", "H", "C", "Si", "Cl", "Cl", "C", "H", "H", "C", "H", "H", "H", "H", "C"],
  "positions_angstrom": [[0.757, -0.826, -2.413], [0.162, -1.926, 1.060], [1.077, 0.032, -1.796], [2.390, 0.038, -0.557], [2.328, 1.694, 0.706], [2.744, -1.667, 0.453], [-0.588, -0.161, 0.558], [-0.867, 2.056, 0.582], [3.896, 0.310, -1.066], [-0.629, -1.252, 1.278], [-2.248, 1.161, -0.013], [-1.190, -1.356, 2.188], [0.610, 0.994, -2.166], [-2.124, 1.051, 1.613], [-1.488, 1.045, 0.727]],
  "forces_ev_per_a": [[0.33, 0.36, 0.64], [0.18, -1.19, 0.11], [-1.66, 0.61, -0.43], [2.81, 1.57, -0.44], [-0.45, -0.35, -0.11], [-0.27, -0.73, 0.37], [-2.01, 1.10, 0.60], [-1.26, -2.14, 0.84], [-1.89, -0.37, 0.04], [1.48, 0.48, -0.77], [-0.32, -0.37, -1.20], [-0.44, 0.01, 0.19], [0.70, -1.10, 0.68], [0.77, -0.19, 0.63], [2.03, 2.31, -1.17]],
  "lowdin_charge": [0.015, -0.012, -0.145, -0.347, 0.225, 0.312, -0.158, 0.103, -0.034, -0.042, 0.043, 0.068, 0.032, 0.072, -0.133]
}



# 2
{
  "formula": "C4H8Cl3GeIrOSSe4",
  "method": "ωB97M-V/def2-TZVPD",
  "s2": 8.80,
  "charge": 1,
  "spin_multiplicity": 6,
  "species": ["Ge", "Se", "Cl", "Se", "H", "C", "H", "Ir", "H", "H", "Cl", "Se", "S", "H", "C", "Se", "C", "H", "C", "H", "H", "Cl", "O"],
  "positions_angstrom": [[-1.945, -1.542, 0.553], [-4.094, -0.814, 1.390], [-3.269, 0.530, 2.832], [-2.002, 1.158, -0.857], [4.579, -3.452, -0.650], [2.721, -2.377, -0.435], [5.780, -1.718, 0.916], [-0.288, 0.050, -0.003], [3.971, -3.408, 0.999], [4.077, 0.433, 1.050], [-3.420, -2.157, 4.956], [-0.757, -2.577, 2.243], [2.238, -0.968, 0.593], [2.781, -1.960, -1.443], [4.084, -2.820, 0.085], [-5.024, -2.711, 3.723], [3.925, -0.638, 1.176], [5.122, -1.042, -0.572], [4.859, -1.534, 0.365], [3.925, -0.876, 2.240], [1.932, -3.125, -0.388], [-2.652, -2.857, -0.996], [1.842, 0.172, -0.371]],
  "forces_ev_per_a": [[1.04, 0.14, -0.45], [-0.32, 0.26, 0.39], [-0.17, -0.11, -0.13], [0.00, -0.01, 0.06], [0.02, 0.01, 0.00], [0.03, 0.10, -0.01], [0.01, 0.00, -0.01], [-0.29, -0.02, -0.18], [0.00, 0.01, 0.00], [0.01, 0.00, 0.03], [-0.31, -0.13, -0.15], [-0.11, -0.01, -0.01], [0.20, -0.30, 0.26], [-0.02, -0.02, -0.01], [-0.02, -0.03, -0.02], [0.36, 0.14, 0.10], [-0.02, 0.09, -0.11], [-0.01, -0.01, -0.01], [0.02, 0.03, 0.03], [0.01, -0.03, 0.00], [0.01, -0.01, 0.01], [-0.15, -0.04, 0.15], [-0.29, -0.05, 0.08]],
  "lowdin_charge": [-0.571, 0.192, 0.033, 0.204, 0.126, -0.293, 0.124, 0.294, 0.122, 0.107, 0.011, 0.224, 0.869, 0.113, -0.219, 0.389, -0.281, 0.125, -0.213, 0.100, 0.094, 0.115, -0.667]
}



# 3
{
  "formula": "C4H8ClIO",
  "method": "ωB97M-V/def2-TZVPD",
  "smiles": "C=C(Cl)OCC.I",
  "species": ["H", "C", "I", "H", "Cl", "H", "C", "H", "H", "H", "C", "C", "H", "H", "O"],
  "positions_angstrom": [[0.084, -3.005, 0.350], [0.863, 1.252, -0.691], [-3.567, 1.038, -2.485], [0.705, 0.874, -1.783], [1.403, -0.111, 2.114], [-0.262, 1.419, 1.093], [0.469, -1.099, 1.025], [1.176, -2.922, 1.886], [1.664, 0.733, -0.277], [1.327, 2.222, -0.628], [-0.369, 0.939, 0.127], [0.560, -2.437, 1.114], [-1.275, 1.300, -0.382], [-2.422, 0.262, -1.634], [-0.357, -0.465, 0.171]],
  "forces_ev_per_a": [[-0.47, -0.49, -0.22], [-0.67, 0.19, -2.66], [0.24, -0.18, 0.17], [0.45, 0.95, 1.86], [0.03, -0.06, 0.42], [-0.44, -0.21, 0.32], [-0.01, -1.15, 0.52], [-0.37, 0.44, -0.66], [1.27, -1.60, 0.51], [-0.78, 1.04, -0.41], [1.14, 1.33, -0.97], [0.64, 1.15, 0.34], [0.22, -0.45, 0.46], [-0.34, 0.07, -0.27], [-0.92, -1.03, 0.60]],
  "lowdin_charge": [0.054, -0.091, 0.426, 0.126, 0.736, 0.084, -0.761, 0.065, 0.008, 0.076, -0.302, -0.001, 0.059, -0.355, -0.125]
}



# 4
{
  "formula": "C4H8ClN",
  "method": "ωB97M-V/def2-TZVPD",
  "smiles": "[H]/N=C/C(C)(C)Cl",
  "species": ["H", "H", "H", "N", "H", "Cl", "H", "C", "H", "C", "C", "H", "H", "C"],
  "positions_angstrom": [[0.704, 1.721, -0.706], [-0.794, 1.682, -1.431], [1.597, -2.666, -0.999], [1.008, -1.861, -0.913], [-0.914, 1.759, 1.018], [-1.862, -0.855, -0.318], [0.814, -1.767, 1.264], [-0.501, 0.734, 1.247], [0.460, 0.898, 1.909], [0.742, -1.416, 0.192], [-0.024, 0.990, -1.113], [-1.126, 0.139, 1.935], [0.284, 0.564, -2.069], [-0.389, 0.076, -0.017]],
  "forces_ev_per_a": [[0.27, -0.70, -0.40], [-0.97, -0.14, 0.36], [0.24, -0.85, 0.30], [1.03, -0.24, -1.36], [0.02, -0.92, 0.95], [-0.98, -0.04, -0.51], [0.34, 0.27, -1.09], [0.45, 2.27, 3.87], [-1.30, -0.28, -1.84], [-3.02, 3.64, 0.77], [0.98, 1.19, -0.88], [-0.08, 0.65, -0.30], [0.43, -0.43, 0.42], [2.60, -4.42, -0.29]],
  "lowdin_charge": [0.096, 0.077, 0.051, 0.074, 0.099, 0.643, 0.117, -0.203, 0.123, -0.175, -0.142, 0.066, 0.078, -0.903]
}



# 5
{
  "formula": "C4H8ClN3O2",
  "method": "ωB97M-V/def2-TZVPD",
  "s2": 2.01,
  "spin_multiplicity": 3,
  "species": ["N", "H", "C", "H", "H", "H", "H", "C", "N", "H", "Cl", "O", "H", "O", "H", "C", "N", "C"],
  "positions_angstrom": [[0.304, 1.417, -0.192], [2.769, 0.138, -0.651], [2.167, -0.119, 0.271], [-3.740, 0.779, 0.348], [2.101, -2.124, 0.942], [-0.429, -1.140, 0.581], [2.756, 0.294, 1.181], [1.756, -1.558, 0.013], [-0.855, 1.444, -0.695], [-0.675, 3.260, -0.533], [-2.972, -1.612, 0.272], [-1.920, 0.564, 0.972], [-0.233, -1.122, -1.150], [-1.427, 2.683, -0.773], [2.127, -2.136, -0.836], [0.309, -1.090, -0.188], [0.889, 0.260, -0.155], [-2.925, 0.062, 0.591]],
  "forces_ev_per_a": [[6.54, 3.87, 3.31], [0.52, 0.37, 1.15], [3.51, 1.29, -2.82], [-0.43, -1.32, -0.12], [-1.40, 0.04, -1.13], [-0.21, -0.69, 0.83], [-1.67, -0.82, -1.10], [0.72, -2.57, 2.53], [-6.11, -2.24, -4.71], [-0.31, 0.41, 0.21], [-0.87, -1.09, -0.38], [0.13, -0.31, 1.39], [0.45, -0.98, 0.23], [1.93, -0.28, 0.69], [0.39, 0.70, 0.01], [-0.13, 1.54, -0.75], [-3.05, -0.15, 0.51], [0.01, 2.22, 0.17]],
  "lowdin_charge": [-0.050, 0.132, -0.157, 0.112, 0.125, 0.049, 0.155, -0.133, -0.151, 0.088, 0.691, -0.076, 0.122, -0.009, 0.106, -0.110, -0.154, -0.738]
}



# 6
{
  "formula": "C4H8ClNO",
  "method": "ωB97M-V/def2-TZVPD",
  "smiles": "CC#N.CC=O.Cl",
  "species": ["N", "O", "H", "H", "H", "H", "H", "C", "H", "C", "C", "H", "C", "H", "Cl"],
  "positions_angstrom": [[-2.841, 1.469, 0.037], [0.317, -0.246, 0.749], [-0.609, 3.483, 0.861], [-0.645, 3.467, -0.918], [0.310, -3.223, 0.397], [-0.916, -2.741, -0.766], [0.771, -2.171, -0.953], [-0.020, -2.407, -0.247], [0.195, 2.173, -0.034], [-0.662, 2.847, -0.022], [-0.347, -1.243, 0.619], [1.904, 0.377, 0.326], [-1.873, 2.076, 0.015], [-1.292, -1.347, 1.178], [3.049, 0.902, 0.026]],
  "forces_ev_per_a": [[-0.39, -0.34, 0.02], [0.04, 0.18, 0.08], [0.08, 0.01, -0.04], [0.03, 0.01, 0.05], [-0.02, -0.10, 0.06], [-0.07, -0.04, -0.03], [0.05, 0.02, -0.03], [0.27, 0.09, -0.15], [-0.02, 0.13, 0.02], [0.61, 0.30, -0.02], [-0.45, -0.26, 0.04], [-0.09, -0.14, -0.01], [-0.27, -0.14, -0.02], [-0.02, 0.15, 0.12], [0.25, 0.15, -0.08]],
  "lowdin_charge": [0.130, -0.027, 0.091, 0.089, 0.091, 0.085, 0.086, -0.036, 0.047, -0.067, -0.279, -0.301, -0.304, 0.126, 0.269]
}



# 7
{
  "formula": "C4H8ClOP",
  "method": "ωB97M-V/def2-TZVPD",
  "smiles": "C/C(=C/O)P(C)Cl",
  "species": ["O", "H", "H", "Cl", "C", "H", "C", "H", "P", "H", "H", "H", "C", "H", "C"],
  "positions_angstrom": [[1.723, 1.637, -0.763], [0.524, 0.649, 2.292], [0.470, 0.606, -2.080], [-2.154, 0.110, 1.987], [-1.230, -0.594, -1.476], [-2.219, -0.215, -1.181], [0.636, -0.396, 2.223], [-1.103, -1.674, -1.486], [-0.726, -0.996, 1.138], [2.092, 1.746, -1.642], [-0.870, -0.160, -2.479], [1.714, -0.435, 1.841], [0.669, 0.797, -1.035], [0.685, -1.059, 3.121], [-0.211, -0.015, -0.462]],
  "forces_ev_per_a": [[-0.87, -1.01, 0.49], [-0.49, 1.19, 1.12], [0.90, 1.22, -0.65], [-1.25, 0.86, 0.40], [1.72, 1.47, -0.78], [0.08, -0.55, -0.49], [2.21, -1.94, -0.25], [-0.63, -0.10, -0.12], [2.95, 0.64, -1.50], [0.44, 0.42, 0.13], [-1.44, -0.94, 1.06], [-1.53, -0.55, -0.26], [0.13, -0.41, -0.71], [-0.38, 1.22, -0.16], [-1.86, -1.51, 1.72]],
  "lowdin_charge": [0.024, -0.007, 0.082, 0.216, -0.179, 0.065, -0.398, 0.051, 0.523, 0.096, 0.084, 0.066, -0.224, 0.036, -0.436]
}



# 8
{
  "formula": "C4H8CrO3",
  "method": "ωB97M-V/def2-TZVPD",
  "s2": 6.26,
  "charge": 2,
  "spin_multiplicity": 5,
  "species": ["C", "H", "H", "H", "O", "O", "C", "H", "C", "Cr", "O", "C", "H", "H", "H", "H"],
  "positions_angstrom": [[-3.209, 0.315, -0.414], [-1.459, -0.707, 0.551], [2.672, -2.171, 0.311], [-2.956, 0.098, -1.461], [1.189, -1.064, -0.507], [-0.981, 1.159, 0.078], [3.198, 0.026, 0.114], [-3.714, 1.290, -0.362], [-1.970, 0.332, 0.441], [0.792, 0.907, -0.675], [2.593, 1.169, -0.323], [2.239, -1.172, 0.134], [3.602, 0.083, 1.150], [4.057, -0.304, -0.513], [-3.891, -0.464, -0.053], [-2.163, 0.503, 1.531]],
  "forces_ev_per_a": [[0.21, -0.14, 0.32], [-0.43, 0.41, 0.38], [-0.54, 0.11, 0.71], [-0.03, 0.15, 0.17], [-1.24, 1.01, 0.71], [0.80, -0.49, -0.72], [0.29, -2.50, 2.20], [0.02, -0.17, -0.08], [-0.33, -0.16, -0.92], [1.49, 0.58, 0.53], [-2.86, 0.15, -0.89], [2.62, 0.26, -2.43], [0.14, 0.56, -0.44], [-0.24, 0.29, 0.01], [0.10, 0.23, -0.01], [0.02, -0.31, 0.44]],
  "lowdin_charge": [0.000, 0.220, 0.185, 0.112, -0.005, -0.115, -0.191, 0.125, -0.274, 1.395, -0.119, -0.040, 0.178, 0.195, 0.116, 0.219]
}



# 9
{
  "formula": "C4H8F2N",
  "method": "ωB97M-V/def2-TZVPD",
  "smiles": "C[NH+](C)C=C(F)F",
  "charge": 1,
  "species": ["H", "H", "N", "H", "H", "C", "C", "F", "H", "F", "H", "C", "H", "C", "H"],
  "positions_angstrom": [[-1.140, -0.097, 0.121], [-0.263, 2.016, 1.320], [-0.128, 0.274, 0.115], [1.122, 1.189, -1.072], [-0.476, 0.502, -1.914], [0.198, 1.044, 1.330], [0.509, -0.943, -0.024], [-0.039, -3.422, -0.653], [-0.393, 2.142, -1.049], [-1.733, -2.013, -0.707], [-0.063, 0.434, 2.215], [-0.519, -2.310, -0.325], [1.546, -1.124, 0.361], [0.059, 1.071, -1.105], [1.320, 1.237, 1.386]],
  "forces_ev_per_a": [[1.25, 1.61, 0.41], [-0.51, 0.12, -0.02], [-4.02, 0.19, 0.68], [0.66, 0.02, -1.31], [1.35, 0.73, 0.41], [1.72, -0.22, 1.50], [-1.25, -8.73, -1.07], [-0.35, -0.83, -0.05], [0.52, -2.00, 0.27], [0.22, -0.80, 0.15], [-0.02, 0.49, -0.48], [4.79, 7.87, 1.17], [-1.35, 0.12, -0.40], [-1.66, 1.91, -0.90], [-1.36, -0.48, -0.38]],
  "lowdin_charge": [0.204, 0.100, -0.312, 0.101, 0.133, 0.007, 0.015, 0.247, 0.148, 0.164, 0.123, -0.212, 0.135, 0.007, 0.140]
}



# 10
{
  "formula": "C4H8F2P",
  "method": "ωB97M-V/def2-TZVPD",
  "charge": 1,
  "species": ["H", "H", "C", "H", "H", "P", "C", "F", "H", "F", "H", "C", "C", "H", "H"],
  "positions_angstrom": [[1.358, -1.154, -1.434], [1.904, 0.151, -0.395], [-1.393, 1.145, 0.144], [-2.484, 1.042, -1.501], [0.030, -2.495, 0.089], [-1.014, -0.584, -0.091], [-2.284, 1.676, -0.692], [-2.284, -1.112, 1.074], [-0.719, 1.517, 0.920], [-1.694, -1.028, -1.411], [0.611, -1.349, 1.389], [1.639, -0.973, -0.422], [0.441, -1.521, 0.324], [-2.653, 2.753, -0.697], [2.426, -1.508, -0.065]],
  "forces_ev_per_a": [[0.97, -0.35, -1.21], [-0.87, -1.71, 0.62], [1.80, -0.56, -0.20], [-1.22, -0.37, -1.15], [0.75, -0.78, 0.03], [-5.75, -0.46, 3.47], [0.84, 1.98, 0.72], [3.69, 0.72, -3.07], [-0.87, 0.65, 0.07], [0.94, -0.16, 0.50], [-0.58, -0.45, 0.24], [-1.75, 2.44, -1.42], [-1.03, 2.19, 0.81], [0.52, -1.70, 0.26], [2.57, -1.46, 0.35]],
  "lowdin_charge": [0.073, 0.135, -0.201, 0.048, 0.118, 1.002, 0.067, -0.218, 0.099, -0.068, 0.125, -0.099, -0.269, 0.133, 0.056]
}



Looking at energy above the lowest of the compared OMol25 structures with the same formula, charge and spin for the records above, in order, we have 474.85; 326.07; 18.50; 153.44; 0.00; 35.44; 276.50; 137.19; 382.00; 0.00 kJ/mol.